[1]
{
  "formula": "C37H78BN2O8P2S",
  "method": "ωB97M-V/def2-TZVPD",
  "symbols": ["C", "O", "C", "C", "C", "C", "C", "C", "C", "C", "C", "C", "C", "C", "C", "C", "C", "C", "O", "B", "N", "C", "C", "C", "P", "S", "O", "C", "P", "N", "O", "H", "H", "H", "H", "H", "H", "H", "H", "H", "H", "H", "H", "H", "H", "H", "H", "H", "H", "H", "H", "H", "H", "H", "H", "H", "H", "H", "H", "H", "H", "H", "H", "H", "H", "H", "H", "H", "H", "C", "C", "O", "C", "C", "H", "H", "H", "H", "H", "H", "H", "H", "H", "H", "C", "C", "O", "C", "C", "H", "H", "H", "H", "H", "H", "H", "H", "H", "H", "C", "C", "O", "C", "C", "H", "H", "H", "H", "H", "H", "H", "H", "H", "H", "C", "C", "O", "C", "C", "H", "H", "H", "H", "H", "H", "H", "H", "H", "H"],
  "coordinates": [[9.55904, -4.28914, 1.86200], [9.79611, -3.83312, 3.17116], [10.59567, -2.66701, 3.24900], [9.80567, -1.42527, 3.64040], [9.13054, -0.75911, 2.42050], [7.64848, -0.41152, 2.59224], [6.80664, -1.51721, 3.26463], [5.49793, -1.77997, 2.49315], [4.47477, -0.65939, 2.74750], [3.59923, -0.31653, 1.53227], [2.21063, 0.18489, 1.97225], [1.28206, -0.97740, 2.26371], [1.28181, -1.63279, 3.49649], [0.45091, -2.72763, 3.74101], [-0.40315, -3.18521, 2.73837], [-1.27276, -4.40523, 2.98676], [-0.44869, -2.52403, 1.51460], [0.38957, -1.43389, 1.29724], [3.49899, -1.42007, 0.65966], [3.51416, -0.96270, -0.72653], [4.71607, -1.40570, -1.60857], [5.50838, -2.28919, -1.17454], [7.01412, -2.05127, -1.26004], [5.10453, -3.63428, -0.61831], [1.93005, -1.30835, -1.87732], [1.25831, -3.18780, -1.84184], [3.63689, 0.52600, -0.59515], [4.35842, 0.66489, 0.58773], [4.41936, 2.46447, 0.99005], [5.83297, 2.97585, 0.12833], [4.96060, 2.60636, 2.55307], [9.20304, -3.50796, 1.18786], [8.77617, -5.04181, 1.91479], [10.44137, -4.75242, 1.40795], [11.35124, -2.83926, 4.02202], [11.16091, -2.48851, 2.33124], [9.11104, -1.63859, 4.44733], [10.54356, -0.72589, 4.03778], [9.26272, -1.32844, 1.50374], [9.65675, 0.18193, 2.24789], [7.49448, 0.53190, 3.11389], [7.23349, -0.27232, 1.59217], [6.51490, -1.16597, 4.25681], [7.33855, -2.46440, 3.34816], [5.09059, -2.76578, 2.70070], [5.75416, -1.74841, 1.43412], [5.03760, 0.21970, 3.06382], [3.88610, -0.96795, 3.60918], [2.27692, 0.76183, 2.89808], [1.77252, 0.77796, 1.17107], [1.92255, -1.31465, 4.30838], [0.50976, -3.21640, 4.70353], [-0.77634, -5.26788, 2.54407], [-2.24928, -4.25869, 2.53584], [-1.33603, -4.59285, 4.05618], [-1.10248, -2.83376, 0.71233], [0.32697, -0.94669, 0.33549], [7.40679, -2.67654, -2.07020], [7.51164, -2.32227, -0.33087], [7.19024, -1.02009, -1.54731], [5.89681, -3.99502, 0.04568], [4.97400, -4.35770, -1.41808], [4.21408, -3.55050, -0.00213], [0.88454, -0.36696, -1.69761], [2.38656, -1.05524, -3.18653], [5.33683, 0.16371, 0.48568], [6.58149, 2.32934, 0.39322], [5.61901, 2.70081, -0.83165], [4.31208, 2.21746, 3.14750], [-5.79648, -4.07470, -2.93570], [-4.58072, -3.80425, -2.06279], [-3.59829, -4.81640, -2.11851], [-3.02204, -5.05174, -3.39210], [-2.30649, -3.84793, -3.97895], [-6.21712, -5.05668, -2.71211], [-6.56116, -3.31595, -2.76211], [-5.54492, -4.05615, -3.99736], [-4.89193, -3.75691, -1.01827], [-4.14163, -2.82947, -2.30347], [-3.77988, -5.43031, -4.09064], [-2.30528, -5.85916, -3.24213], [-3.00531, -3.04118, -4.21400], [-1.79444, -4.12370, -4.90139], [-1.57164, -3.45497, -3.27536], [-4.58975, 1.21814, -0.07940], [-3.31138, 0.72903, 0.58077], [-2.19038, 0.75291, -0.27748], [-1.81416, 2.01744, -0.78578], [-1.42385, 3.01896, 0.28827], [-4.77298, 0.67370, -1.00715], [-5.44197, 1.07453, 0.58715], [-4.53558, 2.27937, -0.32791], [-3.43074, -0.31383, 0.87723], [-3.10740, 1.29315, 1.49884], [-2.60427, 2.42700, -1.42850], [-0.95313, 1.82876, -1.42816], [-2.27537, 3.29508, 0.91373], [-1.03723, 3.93051, -0.16885], [-0.65619, 2.59844, 0.93963], [-7.55341, 4.33857, -3.85384], [-6.35859, 4.68523, -2.98188], [-5.36934, 3.67455, -2.94086], [-4.76309, 3.33983, -4.17435], [-4.02442, 4.49445, -4.83038], [-7.97119, 3.37413, -3.55989], [-8.32510, 5.10320, -3.75284], [-7.28527, 4.27265, -4.91000], [-6.69468, 4.81135, -1.95247], [-5.91935, 5.64172, -3.28966], [-5.50121, 2.91180, -4.86296], [-4.05312, 2.54482, -3.94418], [-4.70669, 5.28594, -5.14636], [-3.48845, 4.14550, -5.71345], [-3.30843, 4.93345, -4.13433], [-9.64867, 5.34130, 1.96026], [-9.24728, 6.00747, 0.65502], [-8.94587, 5.09567, -0.38417], [-9.99795, 4.23777, -0.78401], [-11.21274, 4.97024, -1.32981], [-8.89402, 4.61586, 2.26621], [-9.75731, 6.08907, 2.74648], [-10.59931, 4.81284, 1.87133], [-8.33462, 6.58313, 0.81076], [-10.01590, 6.71889, 0.33093], [-10.28528, 3.56928, 0.03524], [-9.58065, 3.60725, -1.56930], [-11.71194, 5.55976, -0.55885], [-11.93746, 4.25700, -1.72357], [-10.91950, 5.65321, -2.12861]],
  "lumo_energy_ev": 1.94,
  "homo_lumo_gap_ev": 6.22,
  "charge": -1
}

---

[2]
{
  "formula": "C37H81BBrN8O10P3S",
  "method": "ωB97M-V/def2-TZVPD",
  "symbols": ["C", "C", "C", "O", "C", "C", "B", "O", "O", "C", "Br", "C", "C", "C", "O", "C", "S", "C", "C", "C", "C", "O", "C", "C", "C", "C", "N", "C", "C", "C", "C", "C", "C", "C", "O", "P", "N", "O", "O", "H", "H", "H", "H", "H", "H", "H", "H", "H", "H", "H", "H", "H", "H", "H", "H", "H", "H", "H", "H", "H", "H", "H", "H", "H", "H", "H", "H", "H", "H", "H", "H", "H", "H", "H", "H", "H", "H", "H", "H", "H", "H", "H", "H", "H", "C", "N", "C", "P", "O", "N", "C", "C", "N", "C", "C", "H", "H", "H", "H", "H", "H", "H", "H", "H", "H", "H", "H", "H", "H", "H", "H", "H", "H", "C", "N", "C", "P", "O", "N", "C", "C", "N", "C", "C", "H", "H", "H", "H", "H", "H", "H", "H", "H", "H", "H", "H", "H", "H", "H", "H", "H", "H"],
  "coordinates": [[3.13664, 3.06088, 3.10714], [2.17533, 3.49242, 2.24071], [0.87802, 2.66624, 2.05834], [1.21090, 1.40690, 1.50543], [0.18589, 0.40245, 1.50324], [-1.27033, 0.89724, 1.68152], [-1.89322, 0.87641, 3.15288], [-2.65843, -0.22718, 3.54443], [-1.77691, 1.88982, 4.08187], [0.64601, -0.67900, 2.51838], [1.30457, 0.13319, 4.21646], [1.80747, -1.60106, 2.03425], [3.25195, -1.08372, 2.30691], [0.22750, -0.11882, -0.01407], [1.53107, -0.01595, -0.51317], [1.67917, 0.61370, -1.77453], [0.63549, -0.03254, -3.13713], [1.48761, 2.15843, -1.77002], [2.66361, 2.98166, -1.18908], [2.17600, 4.45068, -0.99511], [1.85470, 5.18149, -2.30983], [1.18265, 6.40677, -1.97970], [-0.20592, 6.22222, -1.79660], [3.17593, 0.32791, -2.19747], [4.10306, 0.01196, -1.01740], [5.51898, -0.29657, -1.61304], [6.34021, 0.92013, -1.57756], [6.91808, 1.14933, -0.23607], [6.87638, 2.62310, 0.19869], [6.72423, 2.86710, 1.57190], [6.64451, 4.16949, 2.02511], [6.71490, 5.25754, 1.16360], [6.90384, 5.02411, -0.18840], [6.97891, 3.71657, -0.66149], [7.16217, 3.57664, -2.02589], [-0.56402, -1.78277, -0.30892], [0.43714, -2.84434, -0.84845], [-1.74005, -1.53944, -1.42299], [-1.28514, -2.43055, 0.99424], [3.68525, 2.11739, 3.03560], [3.36530, 3.68477, 3.98601], [2.33321, 4.44229, 1.72094], [0.46270, 2.60642, 3.07542], [0.21442, 3.28662, 1.42345], [-1.48137, 1.86135, 1.18804], [-1.90714, 0.19230, 1.11088], [-3.56549, 0.10167, 3.63911], [-1.58446, 2.71037, 3.60560], [-0.15810, -1.33645, 2.86667], [1.72038, -2.52976, 2.62140], [1.77318, -1.89406, 0.97830], [3.90007, -1.59483, 1.57176], [3.63433, -1.40648, 3.28301], [3.37021, -0.00917, 2.13280], [-0.39836, 0.61819, -0.54927], [1.14505, -1.26823, -3.33702], [0.51810, 2.42182, -1.30587], [1.38115, 2.45057, -2.82726], [3.49751, 3.00963, -1.90614], [3.00519, 2.53578, -0.24819], [1.22208, 4.36499, -0.43857], [2.86988, 4.99918, -0.34472], [1.25699, 4.57911, -3.00542], [2.80972, 5.50910, -2.74966], [-0.78038, 6.95353, -2.39001], [-0.50601, 6.39100, -0.74511], [-0.56517, 5.22012, -2.08474], [3.55960, 1.09527, -2.87949], [3.12704, -0.59752, -2.79469], [4.25984, 0.84882, -0.32569], [3.80802, -0.90060, -0.48916], [5.37432, -0.54714, -2.67801], [5.99532, -1.17856, -1.14351], [7.13260, 0.75377, -2.19302], [7.97345, 0.81309, -0.17805], [6.36644, 0.51547, 0.47402], [6.66349, 2.04613, 2.28662], [6.49550, 4.38242, 3.08622], [6.63798, 6.28272, 1.52176], [6.96324, 5.84450, -0.90552], [7.82790, 2.89406, -2.16410], [0.17467, -3.14502, -1.78195], [-1.92750, -2.41748, -1.78898], [-1.69185, -1.77824, 1.59053], [-5.28826, 3.09814, 3.68656], [-5.60605, 3.04573, 2.27848], [-4.47923, 3.54920, 1.50627], [-7.12779, 3.31871, 1.52632], [-7.00856, 2.23048, 0.47890], [-8.45838, 2.57410, 2.37618], [-8.21500, 1.44714, 3.26638], [-9.57160, 2.25107, 1.48425], [-7.39183, 4.84266, 2.42761], [-8.16043, 4.92293, 3.65675], [-7.84075, 5.91834, 1.52040], [-5.21151, 4.12875, 4.06503], [-4.32809, 2.60858, 3.87121], [-5.99919, 2.55476, 4.30459], [-4.36252, 4.63606, 1.63662], [-4.61256, 3.35034, 0.44059], [-3.54784, 3.05807, 1.80045], [-7.54667, 0.69819, 2.82349], [-9.15255, 0.95135, 3.52469], [-7.80477, 1.78004, 4.22143], [-9.39804, 1.32588, 0.92474], [-9.73272, 3.05197, 0.75722], [-10.49552, 2.14465, 2.05771], [-9.22980, 4.74677, 3.51133], [-8.03853, 5.92599, 4.07756], [-7.79230, 4.23419, 4.41462], [-8.87001, 5.75490, 1.17791], [-7.19460, 5.96107, 0.63770], [-7.78483, 6.89366, 2.00696], [2.59509, -8.36278, -3.45095], [1.76880, -7.25305, -3.04103], [2.49470, -6.41022, -2.09701], [0.06659, -7.24360, -2.78618], [-0.14319, -5.87621, -3.41826], [-0.83277, -8.11793, -4.00160], [-0.24810, -8.34608, -5.31599], [-2.19011, -7.60017, -4.16343], [0.18808, -8.73178, -1.78709], [-0.02215, -10.06799, -2.31284], [-0.58879, -8.59149, -0.53888], [2.78285, -9.08068, -2.63721], [3.56504, -7.99293, -3.79284], [2.18143, -8.90084, -4.30081], [2.62344, -6.91342, -1.12661], [1.96115, -5.47322, -1.92161], [3.47908, -6.14347, -2.48682], [0.22294, -7.44565, -5.72843], [-1.00971, -8.68248, -6.02243], [0.48190, -9.15650, -5.28767], [-2.21651, -6.69494, -4.77997], [-2.63036, -7.35271, -3.19314], [-2.83022, -8.35600, -4.62515], [-1.06026, -10.26422, -2.59673], [0.25852, -10.79243, -1.54169], [0.61922, -10.27682, -3.16653], [-1.66911, -8.61480, -0.73005], [-0.35267, -7.63895, -0.05364], [-0.34208, -9.38368, 0.17046]],
  "lumo_energy_ev": -0.67,
  "homo_lumo_gap_ev": 7.33,
  "smiles": "C=CCO[C@](CB(O)O)([C@H](Br)CC)[C@@H](O[C@@](S)(CCCCOC)CCCNCc1ccccc1O)P(=N)(O)O.CN(C)P(=O)(N(C)C)N(C)C.CN(C)P(=O)(N(C)C)N(C)C"
}